Below is a molecular structure, C5H14N2O2, with properties calculated with ωB97M-V/def2-TZVPD.

Summary:
Relative energy (zero: lowest compared OMol25 entry of this formula, charge and spin) (eV): 3.856
Electronic energy (hartree): -458.795901
E_HOMO (eV): -7.635

ORCA input file:
```
! wB97M-V def2-TZVPD RIJCOSX def2/J DEFGRID3
* xyz 0 1
C 1.627 0.109 -0.453
C 0.958 -1.519 0.311
N 2.808 0.072 -1.252
N 0.193 -2.230 -0.600
O 0.627 0.553 -1.313
O 1.726 0.961 0.674
H -0.224 0.509 -0.854
H 1.935 1.858 0.372
H 2.880 0.866 -1.878
H 3.636 -0.016 -0.680
H 0.690 -2.561 -1.414
H -0.707 -1.831 -0.847
H 0.380 -1.132 1.149
H 2.085 -1.442 0.185
C -1.593 1.384 1.457
C -2.190 0.138 0.887
C -2.640 0.003 -0.354
H -2.172 -0.730 1.540
H -1.679 2.219 0.762
H -2.096 1.652 2.388
H -0.534 1.233 1.678
H -3.055 -0.929 -0.712
H -2.655 0.834 -1.048
*
```

These are the natural (NBO) partial charges, in e, on atoms 1 to 4: number 1, C, carries 0.572; number 2, C, carries -0.253; number 3, N, carries -0.883; number 4, N, carries -0.832

=====

Below is 15 unconnected molecules or ions with the total composition C4H40N2O14, with properties calculated with ωB97M-V/def2-TZVPD.

Summary:
Relative energy (zero: lowest compared OMol25 entry of this formula, charge and spin) (eV): 2.593
Electronic energy (hartree): -1339.215324
E_HOMO (eV): -8.781

ORCA input file:
```
! wB97M-V def2-TZVPD RIJCOSX def2/J DEFGRID3
* xyz 0 1
C -2.421 -1.025 3.376
N -1.561 -0.142 2.505
C -0.266 0.923 4.408
C -0.265 0.131 3.072
C 0.571 -1.169 3.435
N 2.020 -1.090 3.340
H -1.856 -1.253 4.259
H -3.366 -0.573 3.628
H -2.561 -1.937 2.719
H -2.126 0.713 2.431
H -0.151 2.042 4.356
H 0.418 0.489 5.141
H -1.133 0.802 5.078
H 0.331 0.747 2.427
H 0.140 -1.583 4.372
H 0.300 -1.960 2.632
H 2.384 -0.818 4.242
H 2.232 -0.492 2.547
H -2.911 -2.209 -3.829
H -1.684 -1.310 -4.141
O -2.601 -1.298 -3.797
H 1.763 2.958 0.881
H 0.246 3.033 0.987
O 1.029 2.839 1.517
H 1.260 0.390 -2.709
H 2.131 0.841 -3.909
O 1.527 1.187 -3.234
H -2.430 -0.911 -0.759
H -2.065 -1.291 0.635
O -2.237 -1.714 -0.223
H -2.267 -3.906 -0.958
H -0.854 -3.936 -0.758
O -1.566 -4.578 -0.926
H 0.407 4.530 -2.042
H 1.211 3.244 -2.303
O 0.685 3.925 -2.735
H -0.377 0.449 -4.323
H -1.403 1.257 -5.167
O -0.793 0.516 -5.188
H -0.211 -1.330 -2.252
H 1.061 -1.357 -1.486
O 0.717 -1.076 -2.356
H -1.268 1.003 -2.366
H -2.477 -0.018 -2.720
O -2.038 0.543 -2.024
H 0.312 0.103 -0.064
H 0.077 -0.890 1.032
O 0.315 -0.847 0.098
H -2.115 3.976 -0.540
H -1.458 2.712 -1.044
O -1.498 3.287 -0.273
H 2.396 -2.499 -2.623
H 3.196 -3.380 -1.679
O 2.834 -2.488 -1.759
H 3.680 -1.078 0.514
H 2.305 -1.379 0.011
O 2.821 -0.647 0.402
H 2.837 1.968 -1.104
H 3.835 2.912 -0.315
O 2.917 2.667 -0.442
*
```

These are the natural (NBO) partial charges, in e, on atoms 1 to 4: number 1, C, carries -0.428; number 2, N, carries -0.667; number 3, C, carries -0.654; number 4, C, carries -0.122

=====

Below is a molecular structure, C3H6N2S, with properties calculated with ωB97M-V/def2-TZVPD.

Summary:
Relative energy (zero: lowest compared OMol25 entry of this formula, charge and spin) (eV): 2.796
Electronic energy (hartree): -624.754939
E_HOMO (eV): -20.124

ORCA input file:
```
! wB97M-V def2-TZVPD RIJCOSX def2/J DEFGRID3
* xyz 2 1
C -3.284 -0.801 -0.065
C -1.369 -0.256 -0.001
C 0.231 -0.389 -0.013
N -2.196 -1.338 -0.052
N 0.985 0.873 -0.014
S -2.462 1.036 0.117
H -4.264 -1.278 0.039
H 0.157 -0.972 -0.960
H 0.628 -0.869 0.927
H 1.050 1.348 0.853
H 0.593 1.643 -0.751
H 2.022 0.596 -0.043
*
```

These are the natural (NBO) partial charges, in e, on atoms 1 to 4: number 1, C, carries 0.351; number 2, C, carries 0.225; number 3, C, carries -0.304; number 4, N, carries -0.468

=====

Below is 2 unconnected molecules or ions with the total composition C3H4O3, with properties calculated with ωB97M-V/def2-TZVPD.

Summary:
Relative energy (zero: lowest compared OMol25 entry of this formula, charge and spin) (eV): 4.776
Electronic energy (hartree): -342.280429
E_HOMO (eV): -9.625

ORCA input file:
```
! wB97M-V def2-TZVPD RIJCOSX def2/J DEFGRID3
* xyz 0 1
O 1.992 -1.204 -0.403
C 0.956 -0.701 -0.094
C 0.682 0.532 0.775
O -0.634 0.581 0.900
C -1.266 -0.350 0.005
O -0.271 -1.238 -0.409
H 0.988 1.496 -0.681
H 1.210 1.589 0.155
H -1.663 0.214 -0.848
H -2.049 -0.878 0.547
*
```

These are the natural (NBO) partial charges, in e, on atoms 1 to 4: number 1, O, carries -0.516; number 2, C, carries 0.665; number 3, C, carries 0.043; number 4, O, carries -0.473